The following is a DFT calculation (wB97M-V/def2-TZVPD) of C24H36AsCuO2SSi3 as an isolated structure.

The calculation puts the HOMO energy at -0.042 hartree. As for the frontier orbital gap: 0.2079 hartree.

```
! RIJCOSX wB97M-V def2-TZVPD def2/J DEFGRID3
* xyz -2 1
As 15.8963 9.6843 9.3343
Cu 14.7675 13.7420 8.3498
S 15.5993 15.7684 8.2941
Si 18.0153 8.6331 9.7789
Si 14.2876 8.1871 10.2330
Si 15.4256 9.2138 7.0318
O 18.2877 12.3165 9.1311
O 16.7201 12.8060 7.6095
C 13.6281 9.6261 6.5786
C 17.6664 13.1431 8.3977
C 12.0874 12.2730 8.3539
C 18.4087 9.3232 11.4859
C 18.2101 14.6129 8.4179
C 19.3584 17.1179 8.1903
C 20.1834 16.0010 8.4519
C 8.8220 10.5102 8.7914
C 12.7388 9.2138 10.6407
C 15.6389 7.3827 6.6030
C 17.9311 6.7596 9.9741
C 10.5120 11.4087 6.7571
C 10.8591 11.6267 8.0692
C 14.8838 7.4359 11.8735
C 19.5852 14.7592 8.5472
C 17.3977 15.7068 8.2263
C 13.6388 6.6491 9.3466
C 19.3550 9.2035 8.6594
C 13.1930 12.7665 8.5330
C 10.0052 11.1022 9.0863
C 18.0149 16.9792 8.1554
C 8.3785 10.3863 7.4663
C 9.2387 10.8208 6.4642
C 16.5714 10.2569 6.0461
H 19.8072 18.0803 8.0770
H 19.2519 10.3086 8.5520
H 15.3986 6.5139 11.6086
H 15.5213 7.9893 12.5503
H 17.3905 17.8441 8.1614
H 12.6288 10.0343 9.9547
H 20.2601 8.9498 9.2325
H 18.8312 6.4570 10.4725
H 13.4073 9.2499 5.5827
H 11.8516 8.5849 10.5134
H 17.1279 6.3963 10.7132
H 12.8703 9.0959 7.2131
H 14.0298 7.1702 12.4930
H 20.3256 13.9359 8.6588
H 11.2121 11.7653 5.9867
H 15.2266 6.7228 7.4034
H 16.4949 10.0713 4.9798
H 21.2535 16.0282 8.5856
H 9.0076 10.7896 5.4039
H 16.2067 11.3058 6.2091
H 15.1456 7.2304 5.6920
H 13.4171 10.7467 6.6967
H 17.7909 6.2708 8.9574
H 18.1840 10.3570 11.4759
H 13.0598 6.8242 8.4798
H 16.6580 7.0896 6.3807
H 17.6430 10.2482 6.3230
H 19.5026 9.2172 11.6060
H 8.2087 10.1934 9.6736
H 14.3971 5.9301 8.9705
H 17.9357 8.8206 12.3436
H 19.2141 8.7115 7.6583
H 12.8362 9.4896 11.6484
H 10.3501 11.2236 10.1352
H 7.4750 9.8275 7.2136
H 13.1137 6.1566 10.1820
*
```

Atomic partial charges in e from the Mulliken method, atoms 1 to 4: 0.05 -0.66 -0.49 0.67

=====

The following is a DFT calculation (wB97M-V/def2-TZVPD) of a 3-piece molecular cluster, C24H36F13N2O6 overall.

The calculation puts the HOMO energy at -0.375 hartree. As for the frontier orbital gap: 0.1806 hartree.

```
! RIJCOSX wB97M-V def2-TZVPD def2/J DEFGRID3
* xyz 1 1
F -0.2807 -2.7706 -0.2663
F 0.6598 -0.8623 0.9549
F 0.2629 -4.2473 1.2241
F 1.0487 -5.7284 -0.7935
F 0.6535 -4.1979 -2.2987
F 2.2056 -0.6765 2.9950
F 2.1729 -4.0559 2.9836
F 3.2479 -1.5424 1.3115
F 2.9365 -3.9678 0.3495
F 4.1165 -3.1555 2.9973
F 2.6540 -2.5963 4.4584
F 2.2217 -2.4416 -1.0508
F 0.0711 -2.1743 2.5921
O -3.2348 3.2728 -1.4028
O -3.3533 1.1128 3.9138
O -1.2997 4.0859 -3.6527
O -1.2466 2.7188 5.4693
O -3.5281 4.0658 3.2024
O -1.8515 0.7223 -2.4811
N 7.2491 -3.7997 -4.2607
N 6.9482 -4.0713 -3.0110
C -1.4778 4.9802 -4.7285
C -4.5963 3.1951 3.5258
C -3.6907 4.6923 1.9494
C 5.0244 -3.7254 -4.9829
C 3.1816 -4.1361 -3.3314
C -3.2315 0.9390 -2.2240
C -3.6173 2.3851 -2.4426
C 2.8155 -5.0943 -2.1884
C 2.8332 -2.9342 3.2072
C 4.6423 -4.0353 -3.6776
C 1.8723 -3.5594 -0.3704
C 1.5736 -4.6621 -1.4223
C -0.8435 2.6201 6.8161
C -1.3516 -0.4305 -1.8456
C 5.6683 -4.1873 -2.7236
C 0.6981 -3.1782 0.5626
C 0.9421 -2.0044 1.5941
C 2.3317 -1.7838 2.2553
C -1.4934 4.7046 -2.3918
C 6.3879 -3.6142 -5.2551
C -2.0167 1.4334 3.5742
C -1.0748 1.5100 4.7548
C -4.1393 2.1381 4.5024
C -1.8800 3.6926 -1.3386
H -1.5128 -0.4016 -0.7631
H -3.8179 3.9504 1.1522
H -2.4761 5.4312 -4.7058
H 5.4493 -4.3897 -1.6889
H -0.0404 1.4605 4.3862
H -1.3936 1.8271 7.3358
H -4.9772 2.7058 2.6213
H -1.9643 2.3468 2.9770
H -5.4116 3.7741 3.9808
H 2.8218 -3.1227 -3.1606
H -2.7841 5.2632 1.7538
H -1.2537 0.6488 5.4107
H -1.6834 0.6036 2.9458
H -3.2680 2.7405 -3.4135
H -1.1950 2.8425 -1.3369
H 4.2965 -3.5769 -5.7646
H -1.3733 4.4104 -5.6497
H 6.7826 -3.3873 -6.2325
H -1.0665 3.5712 7.2949
H -4.7088 2.4227 -2.4499
H 0.2323 2.4243 6.8986
H -1.8166 -1.3359 -2.2557
H 3.6236 -5.3038 -1.4992
H -2.2768 5.4683 -2.4574
H -1.7928 4.1867 -0.3683
H -0.2793 -0.4648 -2.0373
H 2.5390 -6.0529 -2.6228
H -5.0290 1.6290 4.8785
H -3.6278 2.5906 5.3540
H -3.4761 0.6538 -1.1939
H -3.8201 0.3140 -2.9090
H -0.5558 5.1901 -2.0875
H -4.5459 5.3775 1.9499
H 8.2419 -3.7295 -4.4529
H 2.6729 -4.4804 -4.2282
H -0.7249 5.7765 -4.7154
*
```

Atomic partial charges in e from the Mulliken method, atoms 1 to 4: -0.19 -0.22 -0.27 -0.30

=====

The following is a DFT calculation (wB97M-V/def2-TZVPD) of C24H36F6FeO18P as an isolated structure.

As for the expectation value of S²: 6.005. The calculation puts the HOMO energy (spin up / spin down) at -0.466 / -0.410 hartree. As for the frontier orbital gap (spin up / spin down): 0.3998 / 0.3441 hartree.

```
! RIJCOSX wB97M-V def2-TZVPD def2/J DEFGRID3
* xyz 1 5
Fe -0.8240 0.4382 -0.7567
P -2.7362 2.4086 -2.1892
F -1.4764 1.4592 -2.7065
F -3.5989 1.4988 -3.2327
F -2.5626 3.5268 -3.3315
F -1.7902 3.3041 -1.2321
F -2.7129 1.2898 -1.0124
F -3.9795 3.1740 -1.4832
O -1.9911 -1.0550 -1.9825
O 0.6873 -0.3953 -2.2813
O -3.6846 -2.6339 -2.2165
O 2.8395 0.3034 1.8313
O -1.7649 -1.0077 3.0285
O 1.3239 -1.0598 2.5778
O -1.8933 -0.8100 0.7315
O -0.3587 2.0073 3.1258
O 2.3070 -1.7643 -2.8881
O -1.0193 1.7560 0.9730
O -2.3689 2.6451 2.5785
O 2.2003 3.6415 -0.5124
O 0.9340 -1.1804 -4.4442
O -1.8494 -2.8573 1.7998
O 0.9923 0.0015 0.6052
O -2.3162 -2.1297 -3.9587
O 0.6065 2.2761 -1.2298
O 1.1159 4.1489 -2.2845
C -1.7347 -3.3287 3.0515
C 2.0522 5.1797 -2.1501
C -0.3429 -4.0706 3.1854
C 4.1799 5.0015 -0.6912
C 4.1737 0.5856 3.8621
C 3.1271 -3.9357 -3.8895
C 2.3687 -1.1823 3.4720
C 1.8138 -2.0175 -5.1346
C 0.0101 2.4766 5.3866
C 1.2942 -1.0231 -3.1249
C 1.3027 3.2401 -1.3763
C -1.2760 2.0778 2.1265
C -1.8781 -2.0514 3.8953
C -1.9129 -1.4458 1.7541
C -2.6366 -1.8376 -2.6746
C -3.1208 -3.0958 -4.4996
C -1.0200 1.9602 4.3784
C -5.5192 -2.8522 -3.7096
C 3.4900 -0.4374 2.8930
C -2.2057 2.8358 3.9811
C 2.6355 4.9923 -0.7409
C 1.6647 -0.2180 1.6364
C -4.1299 -3.3812 -3.3649
C 2.8538 -2.4022 -4.0357
H 1.5324 6.1371 -2.1145
H 4.5951 4.2939 -1.4089
H -0.4031 2.4901 6.3952
H 2.5578 -2.2354 3.6804
H 4.6575 0.0458 4.6761
H -2.8204 -1.9703 4.4372
H 2.8199 5.2170 -2.9229
H 3.4325 1.2688 4.2767
H -2.0592 3.8939 4.1976
H 2.0605 -0.8192 4.4525
H -1.1556 -2.0998 4.7100
H -2.5323 -3.9921 -4.6955
H 0.3362 3.5037 5.2228
H -4.1823 -4.4540 -3.1793
H 0.8742 1.8188 5.4798
H 4.8987 1.2108 3.3408
H 2.3691 -1.4901 -5.9102
H -0.1725 -4.3930 4.2125
H 4.5525 6.0223 -0.7759
H 4.1887 -1.1617 2.4743
H -6.2608 -3.0566 -2.9374
H -3.1223 2.5136 4.4753
H -5.5516 -1.7738 -3.8642
H 2.1648 -4.4343 -3.7732
H 3.7831 -1.8517 -4.1822
H 1.2474 -2.9028 -5.4236
H 3.8187 -4.2328 -3.1012
H 0.4592 -3.4240 2.8294
H -5.7957 -3.3730 -4.6264
H -1.3226 0.9393 4.6115
H 2.2178 5.6896 -0.0146
H 4.4810 4.5791 0.2674
H -3.5656 -2.7214 -5.4216
H 3.5845 -4.3745 -4.7762
H -0.4064 -4.8814 2.4597
H -2.5502 -4.0386 3.1895
*
```

Atomic partial charges in e from the Mulliken method, atoms 1 to 4: 3.91 1.47 -0.58 -0.39

=====

The following is a DFT calculation (wB97M-V/def2-TZVPD) of a 6-piece molecular cluster, C24H36O18 overall.

The calculation puts the HOMO energy at -0.371 hartree. As for the frontier orbital gap: 0.3619 hartree. The structure (SMILES) is C[C@H]1COC(=O)O1.C[C@H]1COC(=O)O1.C[C@H]1COC(=O)O1.C[C@H]1COC(=O)O1.C[C@H]1COC(=O)O1.C[C@H]1COC(=O)O1.

```
! RIJCOSX wB97M-V def2-TZVPD def2/J DEFGRID3
* xyz 0 1
O 9.0368 -3.2282 0.0546
O 1.0094 -2.5569 3.6072
O 9.5714 -3.9593 2.0011
O 1.5146 0.0935 -0.5547
O -6.8697 -0.8478 -1.6022
O -4.8914 -0.2395 -0.5007
O -5.1889 -2.3566 -1.2168
O -5.0627 4.0242 -0.7771
O 0.3209 0.6821 1.2093
O -2.3781 2.9816 -6.3922
O -0.7284 0.6754 -0.9244
O -4.8845 2.2658 -2.2855
O 0.0397 -3.1646 1.6167
O 9.4511 -1.6140 1.6674
O -3.0714 1.1524 -7.3917
O -3.4494 3.2085 -8.3278
O -3.7220 2.4105 -0.3239
O -1.1570 -2.7031 3.5322
C 8.7056 -1.9789 -0.4894
C -1.7710 2.0018 -5.6029
C -3.0314 2.4880 -7.4696
C -0.0327 -2.8133 2.8199
C -3.4531 3.2872 0.7652
C 9.3923 -3.0431 1.2595
C 7.1711 -2.1068 -0.8435
C -4.5871 2.8337 -1.1926
C 2.3719 -0.2667 0.5825
C -0.8845 -1.8988 4.6746
C -5.7370 -1.1166 -1.1766
C -1.9444 3.3106 0.9658
C -1.7514 2.4469 -4.1094
C 1.5564 0.3815 1.6980
C -4.1255 -1.0664 1.6246
C 0.2853 0.4574 -0.1185
C -1.6957 -2.4891 5.7544
C -2.3984 0.7636 -6.1916
C 0.5155 -2.0340 4.8447
C 3.6832 0.3586 0.1791
C -3.9812 -2.3575 -0.5785
C 9.0857 -0.9130 0.5108
C -3.8464 -1.0024 0.1078
C -4.1891 4.4950 0.2408
H 1.7433 -0.2669 2.5541
H -2.0020 -3.4914 5.4549
H 9.4925 -1.8088 -1.2242
H -1.1289 -0.8387 4.6068
H 4.2329 -0.2263 -0.5583
H -3.9690 -3.2876 -0.0102
H 9.8579 -0.1872 0.2558
H 6.5905 -2.6175 -0.0752
H -1.1883 3.0769 0.2163
H -1.3240 1.8361 -3.3142
H 2.1132 1.2828 1.9544
H -3.4881 5.2233 -0.1668
H 3.5015 1.3553 -0.2229
H 7.0290 -2.7733 -1.6942
H -2.9769 0.4129 -5.3369
H 2.4080 -1.3082 0.9017
H -3.8850 2.9679 1.7136
H -3.3610 -1.7585 1.9775
H -2.8822 -0.5148 -0.0361
H 0.9436 -1.0684 5.1142
H -1.3872 3.4511 -3.8927
H 6.6300 -1.1617 -0.8898
H -4.6539 5.0089 1.0822
H -1.7413 2.4616 1.6186
H -3.9781 -0.1221 2.1486
H -1.5625 0.0863 -6.3664
H -2.6246 -1.9462 5.9290
H -2.8097 2.5855 -3.8885
H -3.0928 -2.5269 -1.1869
H 0.6182 -2.6801 5.7165
H -1.5014 4.1453 1.5090
H -0.7527 1.9614 -5.9896
H -5.0153 -1.6064 1.9481
H 8.1781 -0.3600 0.7531
H 4.3678 0.5746 0.9994
H -1.2605 -2.4405 6.7526
*
```

Atomic partial charges in e from the Mulliken method, atoms 1 to 4: -0.30 -0.35 -0.52 -0.36

=====

The following is a DFT calculation (wB97M-V/def2-TZVPD) of the molecule C24H36O6.

The calculation puts the HOMO energy at -0.300 hartree. As for the frontier orbital gap: 0.2588 hartree. The structure (SMILES) is C=CC1=C(CCCCCCCCOC)C(=O)C(CCO)=C(CCCOC(C)=O)C1=O.

```
! RIJCOSX wB97M-V def2-TZVPD def2/J DEFGRID3
* xyz 0 1
O 3.3839 -2.5872 -4.6709
O 1.1953 2.8628 2.6744
O -3.5167 1.1339 1.1547
O -0.2780 -2.8824 0.9785
O 0.1296 -2.0637 3.0304
O -4.4431 -1.2000 2.4067
C -1.7856 2.6564 0.7740
C -2.4841 2.1480 -1.5943
C -0.5414 1.3449 3.0330
C 1.0608 -1.0828 2.5306
C -1.0848 0.5693 -3.0045
C -0.5755 3.1262 1.1385
C -1.7468 0.8836 2.6739
C 1.4074 4.5093 0.4278
C -2.5807 3.1386 -0.4059
C 1.1558 -0.4479 -3.8349
C 0.1007 2.4888 2.3080
C 0.0875 4.1931 0.3918
C -0.1581 -3.0614 2.1618
C -3.0352 -1.3610 2.5200
C 2.4511 -0.9418 -3.1904
C 3.5444 -1.2608 -4.1977
C 4.5615 -3.1954 -5.1488
C -0.3431 -4.3971 2.8230
C 1.4324 -0.1280 3.6396
C 0.2999 0.7858 4.1514
C -2.4490 -0.2436 3.3863
C -0.0569 -0.5728 -2.8849
C -1.1319 1.4582 -1.7468
C -2.4272 1.5273 1.5134
H -0.3773 -5.1606 2.0502
H 1.8407 -0.7042 4.4717
H -0.3583 2.2288 -1.8322
H -3.6261 3.1471 -0.0945
H 1.9871 4.6024 -0.4864
H -1.2971 -4.4224 3.3519
H -2.3307 4.1563 -0.6876
H -3.2695 1.4005 -1.4777
H 4.5214 -1.1637 -3.7082
H -1.7600 -0.7032 4.0860
H 0.9589 -1.0674 -4.7137
H 5.4101 -2.5069 -5.1708
H -2.8546 -2.3082 3.0450
H -2.0758 0.1135 -3.0805
H -3.2707 0.1711 3.9790
H 0.6790 -0.5849 1.6390
H 1.2540 0.5908 -4.1593
H 3.5347 -0.5544 -5.0390
H -0.9093 0.8122 -0.8948
H 2.2247 0.5113 3.2460
H 0.7909 1.6389 4.6216
H 2.8384 -0.1557 -2.5351
H 4.4083 -3.5624 -6.1669
H 2.2666 -1.8405 -2.5993
H 0.3211 -0.6682 -1.8634
H 0.4682 -4.6240 3.5115
H 1.9298 4.6924 1.3553
H -0.3112 0.3179 4.9178
H -0.5542 -1.5187 -3.1070
H 1.9610 -1.6211 2.2194
H -4.7524 -1.8063 1.7286
H -0.5378 4.7973 -0.2568
H -0.8859 1.1748 -3.8898
H 4.8266 -4.0560 -4.5284
H -2.6811 2.7010 -2.5168
H -2.5421 -1.4276 1.5466
*
```

Atomic partial charges in e from the Mulliken method, atoms 1 to 4: -0.32 -0.67 -0.65 -0.56

=====

The following is a DFT calculation (wB97M-V/def2-TZVPD) of a 4-piece molecular cluster, C24H37BF3IN5O7S overall.

The calculation puts the HOMO energy at -0.211 hartree. As for the frontier orbital gap: 0.2864 hartree.

```
! RIJCOSX wB97M-V def2-TZVPD def2/J DEFGRID3
* xyz -1 1
I -0.2602 2.7792 -3.6625
S 3.8356 -0.5750 -4.7829
F -2.9766 1.9250 0.4534
F -1.4903 2.1902 2.0122
F -1.4832 0.4072 0.7997
O 1.2297 -0.0579 1.3968
O -0.9529 2.3727 -0.1519
O -5.5906 5.0298 -4.2547
O 2.6463 1.9081 -0.6404
O -6.2085 -2.8006 2.9633
O 2.6041 -6.2391 2.0800
O 2.5744 2.5616 -2.8833
N -5.6328 -1.1027 1.5725
N -4.3600 4.7446 -2.3722
N 2.5171 -1.9073 1.0438
N 0.5136 -5.8591 2.8795
N 4.2009 0.6929 -2.3357
C -0.6221 -6.3536 3.6265
C 6.5653 -1.4847 -0.0941
C 3.9171 -1.7836 0.6842
C -4.2828 6.1757 -2.1465
C 5.7409 -2.3866 -0.7526
C 0.4767 2.5107 0.0534
C -3.7176 3.8423 -1.4351
C 1.6227 -6.6012 2.6943
C -1.6798 1.7363 0.7546
C -5.0271 4.3067 -3.4532
C 4.7410 3.0997 -1.4972
C 1.3919 2.8355 -2.2567
C -4.2520 -1.0990 2.0299
C 0.4567 -4.5198 2.3112
C 1.7460 -0.8016 0.6002
C 1.6081 -0.7199 -0.8856
C -6.4939 -1.9846 2.1072
C 4.7379 -0.8819 1.3470
C 0.8283 0.4584 -1.4796
C 4.4228 -2.5402 -0.3612
C 1.3064 1.8684 -1.0555
C -6.0304 -0.1536 0.5532
C 6.0609 -0.7387 0.9600
C 4.0307 0.1657 -3.3844
B 3.5216 2.1123 -1.8266
H -3.8648 2.8153 -1.7600
H -4.1455 3.9593 -0.4367
H -2.6441 4.0280 -1.3855
H 1.1489 -1.6576 -1.2035
H -5.8732 0.8714 0.8944
H -5.0197 3.2077 -3.5481
H -0.8263 -5.7206 4.4927
H 5.4314 2.6395 -0.7907
H 2.6065 -0.7377 -1.3012
H -5.2803 6.6041 -2.0395
H 1.5535 -7.5977 3.1677
H -1.5182 -6.3823 3.0029
H 0.9371 0.3830 -2.5600
H -0.2307 0.3340 -1.2765
H -7.0863 -0.2888 0.3262
H -0.5042 -4.0785 2.5643
H 0.7715 2.1178 1.0154
H -3.7869 -2.0682 1.8495
H 2.4344 -1.8861 2.0552
H -3.7106 6.3564 -1.2400
H -0.4122 -7.3625 3.9770
H 7.5879 -1.3560 -0.4157
H 4.3824 4.0370 -1.0687
H -7.5121 -1.9000 1.6879
H 5.3104 3.3473 -2.3943
H -5.4539 -0.3017 -0.3618
H -3.7082 -0.3324 1.4909
H 0.6642 3.5826 0.0478
H -3.7948 6.6713 -2.9861
H 6.6941 -0.0249 1.4661
H 3.7703 -3.2348 -0.8691
H 0.5703 -4.5521 1.2282
H 1.2579 -3.8978 2.7056
H 6.1178 -2.9678 -1.5805
H 1.3686 3.8707 -1.9116
H 4.3187 -0.2760 2.1382
H -4.2040 -0.8979 3.1003
*
```

Atomic partial charges in e from the Mulliken method, atoms 1 to 4: -0.09 -0.49 -0.25 -0.31

=====

| no. | largest force on an atom (eV/A) |
| --- | --- |
| 1 | 2.56 |
| 2 | 0.92 |
| 3 | 5.42 |
| 4 | 7.40 |
| 5 | 1.63 |
| 6 | 0.96 |